No. 1
This record from the Open Molecules 2025 dataset describes C17H11N3O2S2 in the gas phase in a non-equilibrium geometry. The level of theory is ωB97M-V/def2-TZVPD.

ORCA input file:
```
! wB97M-V def2-TZVPD RIJCOSX def2/J DEFGRID3
* xyz 0 1
O 0.19840 -0.68581 -2.76033
C 0.36626 -0.53796 -1.56121
N -0.52681 -1.21286 -0.78378
C -0.51379 -0.76317 0.49914
N -1.51205 -1.23389 1.20166
C -1.79046 -0.77434 2.49071
N -1.29311 0.28400 3.05163
S -1.91411 0.56412 4.61483
C -2.92404 -0.86520 4.51540
C -3.76204 -1.50446 5.48038
C -4.47618 -2.62445 5.15872
C -4.39786 -3.18161 3.87952
C -3.53893 -2.61623 2.94230
C -2.77989 -1.49498 3.29109
S 0.77310 0.36921 0.86324
C 1.20761 0.40955 -0.83474
C 2.17053 1.32010 -1.26136
C 2.71456 1.57257 -2.60413
C 2.84094 0.55209 -3.58140
C 3.42651 0.79677 -4.82444
C 3.94190 2.09864 -5.11641
C 3.79180 3.11061 -4.12428
C 3.17985 2.86880 -2.92092
O 2.95562 3.87885 -2.04332
H -1.35086 -1.55087 -1.23760
H -3.84880 -1.08801 6.47432
H -5.12532 -3.08680 5.88069
H -5.00100 -4.04952 3.61170
H -3.38129 -3.05868 1.99178
H 2.56684 1.94343 -0.48842
H 2.57295 -0.49530 -3.34988
H 3.53487 0.00290 -5.55757
H 4.42548 2.28431 -6.07325
H 4.24211 4.04716 -4.36093
H 3.22718 4.72102 -2.46314
*
```

Computed properties:
**Highest occupied orbital energy**: -7.972 eV
**Structure (SMILES)**: O=C1N/C(=N/c2nsc3ccccc23)S/C1=C/c1ccccc1O
**Molar mass**: 353.43 g/mol
**Lowest unoccupied orbital energy**: -0.71 eV
**Kohn-Sham gap**: 7.3 eV
**E_tot**: -48042.995 eV

Atomic partial charges in e from the Löwdin method, atoms 1 to 8: 0.08 -0.48 0.12 -0.58 0.12 -0.43 -0.26 0.99



No. 2
This record from the Open Molecules 2025 dataset describes a molecular structure, C17H12ClF6N4O5ReS2Se2. The level of theory is ωB97M-V/def2-TZVPD.

ORCA input file:
```
! wB97M-V def2-TZVPD RIJCOSX def2/J DEFGRID3
* xyz 1 2
Re -0.60448 -0.05422 -0.58196
F -0.20804 -1.54497 4.14179
C 0.18498 -2.53213 3.34819
F 0.98691 -3.34233 3.99793
F -0.88527 -3.19570 2.92310
S 1.07259 -1.79963 1.90311
O -0.00702 -0.93446 1.32546
O 2.17405 -1.06812 2.43104
N 1.45447 -3.04009 1.06563
S 1.09277 -3.31725 -0.45087
O 2.05896 -4.14883 -1.06909
O 0.67527 -2.10306 -1.13372
C -0.46666 -4.30792 -0.32947
F -1.43985 -3.51355 0.14647
F -0.30132 -5.33099 0.49291
F -0.80688 -4.73639 -1.53289
Se -1.31300 3.60628 -0.15829
Se -3.20983 2.67650 -1.05796
C -3.43137 1.20859 0.13888
C -4.72520 1.06244 0.61050
C -5.04195 0.03314 1.47957
C -4.01873 -0.80183 1.88531
C -2.75537 -0.59585 1.37575
N -2.42760 0.37076 0.48772
C -0.19181 2.99511 -1.58061
C 0.54893 3.93728 -2.27718
C 1.32052 3.53210 -3.35424
C 1.29103 2.19305 -3.71678
C 0.53028 1.32212 -2.96656
N -0.18791 1.69490 -1.88937
H -5.47256 1.77923 0.30146
H -6.05208 -0.09243 1.84469
H -4.17861 -1.61347 2.57969
H -1.95645 -1.24352 1.68908
H 0.49036 4.97645 -1.98624
H 1.90776 4.24882 -3.91195
H 1.84840 1.82033 -4.56367
H 0.49434 0.26911 -3.21729
O -1.36258 -0.64773 -1.97019
Cl 5.19499 -0.14474 -1.14054
C 3.85515 0.55621 -0.32440
C 4.03200 1.49389 0.67851
C 2.90212 2.01327 1.28715
C 1.65623 1.57906 0.88601
N 1.49465 0.66779 -0.08432
C 2.57712 0.16339 -0.68221
H 5.02716 1.79767 0.97209
H 2.98335 2.74069 2.08197
H 0.75712 1.94922 1.36131
H 2.43305 -0.57819 -1.45550
*
```

Computed properties:
**Highest occupied orbital energy (alpha / beta)**: -10.771 / -11.474 eV
**Molar mass**: 910.01 g/mol
**Lowest unoccupied orbital energy (alpha / beta)**: -3.80 / -4.05 eV
**Kohn-Sham gap (alpha / beta)**: 7.0 / 7.4 eV
**E_tot**: -217334.756 eV

Atomic partial charges in e from the Löwdin method, atoms 1 to 8: 1.50 0.16 -0.69 0.19 0.15 0.67 -0.48 -0.22



No. 3
This record from the Open Molecules 2025 dataset describes a molecular structure, C17H12F3N2O10SV in a non-equilibrium geometry. The level of theory is ωB97M-V/def2-TZVPD.

ORCA input file:
```
! wB97M-V def2-TZVPD RIJCOSX def2/J DEFGRID3
* xyz -1 2
V -0.02217 -0.20712 0.49013
O 1.20292 -1.61824 -2.41995
C 0.41602 -2.77158 -2.33362
C 0.26246 -3.21350 -0.88826
N -0.56419 -2.36356 0.00686
C -1.93316 -2.14822 -0.50095
C -2.68889 -1.22129 0.45193
O -3.87627 -1.34911 0.63093
O -1.93873 -0.32638 1.02074
C -0.64875 -3.05465 1.31281
C -0.06348 -2.25201 2.46713
O -0.01993 -2.67226 3.59397
O 0.37358 -1.07340 2.08293
H 0.73845 -0.99274 -3.01829
H 0.89837 -3.60604 -2.86638
H -0.55555 -2.62084 -2.81321
H 1.25199 -3.27446 -0.42601
H -0.17322 -4.22561 -0.87639
H -2.47766 -3.09589 -0.60791
H -1.87384 -1.66050 -1.47445
H -0.12494 -4.01489 1.25970
H -1.69593 -3.26827 1.55582
O -2.36388 1.97802 -5.08807
C -2.11961 1.87219 -3.91235
C -2.60501 2.81600 -2.78802
O -3.39405 3.71551 -2.90950
C -1.89625 2.36093 -1.50444
C -1.19202 1.18395 -1.89470
O -0.47868 0.48260 -0.98783
C -1.23340 0.81744 -3.24899
O -0.69106 -0.11986 -3.84071
O -1.93556 2.92874 -0.42795
F 4.87322 3.12638 2.72961
C 4.27647 2.13140 2.04266
F 4.78308 2.18323 0.80475
F 4.71217 0.99089 2.59528
C 2.77478 2.24939 2.06476
C 2.15777 3.21486 2.82877
C 0.76822 3.32497 2.86504
C 0.03065 2.42526 2.12944
N 0.63698 1.49321 1.39859
C 1.97520 1.36451 1.31171
S 2.44048 0.07694 0.25298
H 2.76658 3.89954 3.40345
H 0.27776 4.08757 3.44756
H -1.05096 2.42690 2.08047
*
```

Computed properties:
**Highest occupied orbital energy (alpha / beta)**: -5.887 / -5.919 eV
**Molar mass**: 544.29 g/mol
**Lowest unoccupied orbital energy (alpha / beta)**: 0.73 / 1.41 eV
**Kohn-Sham gap (alpha / beta)**: 6.6 / 7.3 eV
**E_tot**: -85959.818 eV

Atomic partial charges in e from the Löwdin method, atoms 1 to 8: 0.98 -0.09 -0.26 -0.15 -0.18 -0.08 -0.61 0.08